Record 1
The following is a DFT calculation (ωB97M-V/def2-TZVPD) of a molecular structure, C53H55FN5O10W at a distorted geometry.

As for the electronic energy: -88297.3070 eV. The multiplicity is 1. As for the frontier orbital gap: 5.96 eV. As for the total charge: +3. The value obtained for the energy relative to the best compared isomer or geometry (same formula, charge and spin) is 2.505 eV. The LUMO energy is -0.3107 Ha.

Geometry as XYZ:
```
125
Properties=species:S:1:pos:R:3:mulliken_charge:R:1
W 1.0443 -1.4067 -0.3439 1.81
C 4.1638 4.8643 -4.0162 -1.02
C 4.3639 4.5325 -2.5431 -1.08
N 3.3700 3.5569 -2.0574 0.20
C 3.6675 2.2619 -2.1672 -0.13
C 2.8109 1.2492 -1.8183 0.13
C 3.2634 -0.1599 -1.8071 -0.12
O 4.4441 -0.4322 -1.6504 -0.78
O 2.3307 -1.0840 -1.8521 -0.50
C 1.5486 1.5607 -1.2428 0.87
O 0.7010 0.6789 -0.8994 -0.60
C 1.2727 2.9565 -1.0360 0.56
C 0.1143 3.3529 -0.3506 -0.52
C -0.1613 4.6729 -0.1712 -0.04
F -1.2044 4.9930 0.6120 -0.40
C 0.6278 5.7010 -0.7495 -0.63
C 1.7919 5.2923 -1.3939 -0.58
C 2.1600 3.9471 -1.5021 -0.17
N 0.2660 7.0375 -0.6973 0.19
C 1.2321 8.1142 -0.5804 -0.70
C 0.9239 9.2259 -1.5775 -0.70
N -0.4600 9.7348 -1.3165 -0.11
C -1.4546 8.6179 -1.4100 -0.91
C -1.0868 7.5058 -0.4310 -0.60
H 4.9152 5.5871 -4.3310 0.41
H 3.1761 5.2852 -4.2073 0.31
H 4.2802 3.9717 -4.6305 0.35
H 4.3195 5.4244 -1.9238 0.53
H 5.3473 4.0910 -2.3947 0.47
H 4.6438 2.0168 -2.5666 0.57
H -0.5375 2.6072 0.0867 0.55
H 2.4161 6.0453 -1.8504 0.79
H 2.2450 7.7601 -0.7457 0.45
H 1.1985 8.5268 0.4384 0.29
H 0.9509 8.8466 -2.5977 0.38
H 1.6347 10.0452 -1.4826 0.43
H -0.6978 10.4806 -1.9732 0.36
H -0.4992 10.1401 -0.3772 0.39
H -1.4401 8.2453 -2.4331 0.36
H -2.4500 8.9995 -1.1883 0.44
H -1.8133 6.7148 -0.5697 0.42
H -1.1800 7.8688 0.6009 0.34
C -3.2654 -3.8420 3.9956 -1.74
C -1.7948 -3.4989 3.9277 1.32
C -1.0264 -4.0579 5.1156 -1.63
O -1.2357 -3.9887 2.6989 -0.39
C -0.1695 -3.1679 2.4067 -0.62
C -0.5746 -1.7686 3.0063 0.00
O -1.6383 -2.0758 3.8484 -0.32
C -0.9031 -0.5666 2.0357 1.35
O 0.0108 -0.7923 0.9555 0.04
C -2.3299 -0.2961 1.5262 1.81
C -2.5111 0.2457 0.2514 -0.04
C -3.7383 0.7624 -0.1288 -1.06
C -4.8113 0.7379 0.7477 -0.96
C -4.6565 0.1574 1.9915 -1.24
C -3.4270 -0.3513 2.3831 -0.72
C -0.4855 0.7084 2.7954 0.08
C 0.7586 1.2854 2.5531 -0.35
C 1.1724 2.4034 3.2640 -0.87
C 0.3487 2.9561 4.2304 -0.82
C -0.8867 2.3789 4.4830 -1.06
C -1.3027 1.2631 3.7738 -0.65
C -0.3608 -3.7640 -0.1985 0.83
O 0.2651 -3.1828 1.0528 -0.30
C -0.3557 -5.2800 -0.0878 0.96
C -1.1655 -6.0393 -0.9279 0.01
C -1.1718 -7.4214 -0.8308 -0.88
C -0.3814 -8.0596 0.1129 -0.88
C 0.4239 -7.3070 0.9536 -1.10
C 0.4476 -5.9266 0.8469 -0.13
C -1.7722 -3.3361 -0.5813 1.07
C -1.9945 -2.9757 -1.9125 0.17
C -3.2789 -2.9000 -2.4280 -1.23
C -4.3669 -3.1688 -1.6177 -1.09
C -4.1594 -3.5214 -0.2918 -0.73
C -2.8768 -3.6309 0.2129 -0.36
H -3.3878 -4.9182 4.1017 0.40
H -3.7852 -3.5076 3.0992 0.30
H -3.7046 -3.3454 4.8589 0.45
H -0.9986 -5.1441 5.0416 0.36
H -1.5311 -3.7779 6.0380 0.42
H -0.0040 -3.6804 5.1532 0.36
H 0.7288 -3.4990 2.9428 0.32
H 0.2928 -1.4279 3.5829 0.42
H -1.6862 0.2952 -0.4396 0.28
H -3.8603 1.1956 -1.1132 0.57
H -5.7652 1.1583 0.4571 0.47
H -5.4914 0.1114 2.6786 0.52
H -3.3303 -0.7905 3.3616 0.63
H 1.4158 0.8582 1.8129 0.43
H 2.1507 2.8277 3.0739 0.52
H 0.6740 3.8161 4.8003 0.47
H -1.5324 2.7928 5.2458 0.50
H -2.2649 0.8266 3.9926 0.56
H -1.7934 -5.5589 -1.6671 0.38
H -1.8008 -8.0013 -1.4927 0.52
H -0.3919 -9.1383 0.1904 0.45
H 1.0428 -7.8000 1.6917 0.54
H 1.0967 -5.3616 1.5015 0.18
H -1.1548 -2.8527 -2.5731 0.19
H -3.4291 -2.6800 -3.4779 0.54
H -5.3710 -3.1367 -2.0201 0.45
H -5.0045 -3.7570 0.3415 0.54
H -2.7226 -4.0039 1.2091 0.72
O 3.9074 -2.4671 -0.1506 -0.38
H 4.3413 -1.7840 -0.7616 0.31
H 4.5615 -2.7671 0.4971 0.38
O 0.0427 -0.7728 -2.9929 -0.42
H 0.4858 -1.2359 -3.7134 0.28
H -0.8312 -0.5309 -3.3204 0.31
N 0.6219 -3.1492 -1.1423 0.75
C 1.4059 -4.1167 -1.8810 0.77
C 2.4876 -4.7462 -1.2772 0.27
C 3.1961 -5.7178 -1.9623 -1.30
C 2.8182 -6.0835 -3.2466 -0.74
C 1.7189 -5.4796 -3.8351 -0.91
C 1.0130 -4.4983 -3.1563 -0.72
H 2.7392 -4.4952 -0.2594 0.43
H 4.0348 -6.2110 -1.4888 0.51
H 3.3661 -6.8509 -3.7758 0.47
H 1.3917 -5.7917 -4.8176 0.50
H 0.1337 -4.0617 -3.6144 0.43
O 2.5576 -0.4698 0.5783 -0.43
N 2.5909 -1.6796 0.9127 -0.48
```



Record 2
The following is a DFT calculation (ωB97M-V/def2-TZVPD) of a molecular structure, C53H55IrN10O3STe at a distorted geometry.

As for the electronic energy: -97864.1849 eV. The multiplicity is 2. As for the frontier orbital gap (alpha / beta): 5.53 / 5.67 eV. Its expectation value of S² is 0.7621. As for the total charge: -1. The value obtained for the energy relative to the best compared isomer or geometry (same formula, charge and spin) is 3.644 eV. The LUMO energy (alpha / beta) is 0.0705 / 0.0705 Ha.

Geometry as XYZ:
```
124
Properties=species:S:1:pos:R:3:mulliken_charge:R:1
Ir -0.9282 -2.2644 0.1530 2.30
C -3.9501 -4.3575 -2.1960 -1.78
C -3.1364 -3.8534 -1.0165 1.11
O -2.2105 -3.0236 -1.2854 -0.60
C -3.4721 -4.3745 0.2441 -1.42
C -2.8525 -4.1537 1.4707 1.32
C -3.3399 -4.8505 2.7095 -1.58
N -1.7819 -3.3479 1.6070 0.35
N -1.2324 -3.2262 2.7917 -0.84
C -0.2715 -2.3020 2.8557 -0.03
O 0.0953 -1.6446 1.8042 -0.35
C 0.2893 -1.9598 4.1439 0.11
C 0.2103 -2.8370 5.2351 -0.58
C 0.7485 -2.4861 6.4525 -0.69
C 1.3753 -1.2545 6.6185 -0.41
C 1.4367 -0.3668 5.5481 -1.26
C 0.9045 -0.7109 4.3262 0.22
H -3.6017 -3.8665 -3.1002 0.30
H -5.0107 -4.1455 -2.0595 0.36
H -3.8252 -5.4345 -2.3081 0.38
H -4.2878 -5.0823 0.2481 0.26
H -4.2078 -5.4685 2.4992 0.42
H -3.5957 -4.1183 3.4749 0.31
H -2.5436 -5.4693 3.1220 0.29
H -0.2723 -3.7893 5.0879 0.48
H 0.6730 -3.1646 7.2925 0.39
H 1.8090 -0.9911 7.5743 0.40
H 1.8905 0.6078 5.6804 0.43
H 0.9281 -0.0222 3.4971 0.44
C -5.4238 2.4013 -2.9624 -1.28
C -3.9962 2.0672 -3.2646 0.87
C -3.4204 2.3100 -4.5102 -1.30
C -2.1070 1.8978 -4.6690 0.06
N -1.4069 1.3269 -3.7048 0.16
C -2.0252 1.1916 -2.5256 -0.79
S -1.1405 0.6014 -1.1922 -0.05
N -3.2952 1.5286 -2.2830 -0.33
H -5.8247 3.1082 -3.6846 0.39
H -5.4960 2.8100 -1.9589 0.25
H -6.0239 1.4930 -2.9829 0.24
H -3.9657 2.7958 -5.3029 0.34
H -1.5939 2.0280 -5.6141 0.41
C 1.6514 6.1030 -4.6062 -1.62
C 1.7057 4.7238 -4.0145 0.94
C 1.5922 3.6066 -4.8234 -0.98
C 1.6083 2.3228 -4.2978 0.99
C 1.3836 1.1639 -5.2219 -1.64
C 1.7921 2.1416 -2.9281 -0.10
Te 1.4894 0.0919 -2.0829 0.76
N 0.6424 -1.8530 -1.1137 0.59
C 1.0903 -3.0638 -1.2640 0.31
O 0.6072 -3.9917 -0.5494 -0.77
C 2.1838 -3.3920 -2.2191 -0.10
C 3.1703 -4.2836 -1.8121 -0.55
C 4.2062 -4.6166 -2.6644 -0.59
C 4.2644 -4.0617 -3.9332 -0.51
C 3.2618 -3.2047 -4.3587 -0.66
C 2.2192 -2.8747 -3.5095 0.02
C 3.5317 0.0087 -1.3033 0.48
C 4.6305 0.2396 -2.1309 1.00
C 4.4993 0.4282 -3.6089 -1.36
C 5.9142 0.2861 -1.5939 -0.75
C 6.1434 0.0959 -0.2430 0.54
C 7.5108 0.1129 0.3734 -1.62
C 5.0462 -0.1472 0.5668 -0.75
C 3.7554 -0.2017 0.0598 0.73
C 2.6591 -0.5239 1.0162 -0.58
C 1.8926 3.2575 -2.0984 1.28
C 2.0337 3.0947 -0.6155 -1.40
C 1.8486 4.5329 -2.6492 -1.06
H 1.4497 6.0511 -5.6740 0.35
H 2.5993 6.6200 -4.4570 0.32
H 0.8680 6.6979 -4.1383 0.35
H 1.4560 3.7389 -5.8886 0.22
H 1.1629 1.5182 -6.2276 0.45
H 0.5392 0.5838 -4.8500 0.23
H 2.2565 0.5164 -5.2791 0.21
H 3.0987 -4.7179 -0.8253 0.44
H 4.9629 -5.3182 -2.3383 0.40
H 5.0906 -4.3016 -4.5889 0.38
H 3.2888 -2.7998 -5.3624 0.41
H 1.4074 -2.2539 -3.8663 0.63
H 3.5608 -0.0071 -3.9435 -0.67
H 5.3248 -0.0665 -4.1191 0.54
H 4.5114 1.4896 -3.8629 0.41
H 6.7418 0.4608 -2.2707 0.35
H 8.2908 0.2916 -0.3610 0.36
H 7.7013 -0.8458 0.8533 0.33
H 7.5732 0.8824 1.1422 0.34
H 5.1993 -0.2877 1.6287 0.48
H 2.8475 -0.0770 1.9924 0.57
H 2.6015 -1.6038 1.1660 0.37
H 1.6868 -0.2030 0.6419 -0.97
H 1.4179 2.2583 -0.2783 -0.13
H 1.7268 3.9990 -0.0935 0.51
H 3.0706 2.8793 -0.3537 0.27
H 1.8991 5.3949 -1.9962 0.38
C -1.2662 1.1897 1.8262 -0.34
C -2.5260 0.4578 1.5958 -0.04
N -2.6694 -0.7925 1.2238 0.77
C -4.0077 -1.0409 1.1818 -0.69
C -4.6885 0.0784 1.5425 -1.57
N -3.7379 1.0335 1.7963 0.54
C -3.9907 2.4151 2.0921 -1.16
N -3.4365 2.8499 3.3378 0.87
N -2.7649 4.0410 3.4037 -0.67
N -2.4568 4.2931 4.6233 -0.60
C -2.9059 3.2896 5.4157 0.13
C -2.8433 3.1023 6.8002 -0.77
C -3.4185 1.9545 7.3094 -0.47
C -4.0282 1.0057 6.4896 -0.68
C -4.1116 1.1697 5.1114 -0.51
C -3.5538 2.3274 4.5943 1.23
H -0.4397 0.5151 1.6415 -0.99
H -1.2203 1.5597 2.8478 0.47
H -1.1939 2.0290 1.1386 0.46
H -4.3794 -2.0067 0.9055 0.62
H -5.7380 0.2728 1.6464 0.61
H -5.0829 2.5546 2.0889 0.31
H -3.5359 3.0545 1.3234 0.42
H -2.3608 3.8279 7.4352 0.45
H -3.3981 1.7779 8.3771 0.38
H -4.4480 0.1145 6.9348 0.39
H -4.5814 0.4296 4.4793 0.38
```



Record 3
The following is a DFT calculation (ωB97M-V/def2-TZVPD) of a molecular structure, C53H63BN6P2RuS3 at a distorted geometry.

As for the electronic energy: -119231.5373 eV. The multiplicity is 1. As for the frontier orbital gap (alpha / beta): 4.24 / 4.06 eV. As for the total charge: +4. The LUMO energy (alpha / beta) is -0.5051 / -0.5112 Ha.

Geometry as XYZ:
```
129
Properties=species:S:1:pos:R:3:mulliken_charge:R:1
Ru -0.3332 0.0914 0.1834 1.71
C 1.9800 -4.5442 -1.3693 -1.91
C 2.8110 -3.3941 -0.9451 0.01
C 4.1674 -3.4778 -0.7234 -0.37
C 4.8865 -2.3371 -0.2891 -0.06
N 4.2450 -1.2459 0.0672 -0.49
N 2.9447 -1.1568 -0.1242 0.67
B 2.2794 0.1959 0.1142 -0.18
N 2.4699 1.1001 -1.0742 0.97
N 3.3364 0.7471 -2.0075 -0.23
C 3.6509 1.5939 -2.9582 -0.06
C 3.1631 2.9257 -2.9343 -0.65
C 2.2042 3.2862 -2.0189 -0.18
C 1.5701 4.6226 -1.9811 -1.71
C 1.8049 2.2732 -1.1111 0.90
S 0.4440 2.4279 -0.0835 -0.50
C 4.5049 1.1205 -4.0941 1.85
C 4.9391 -0.3291 -3.8824 -1.50
C 5.7403 2.0237 -4.1921 -1.60
C 3.6489 1.2361 -5.3698 -1.74
N 2.7006 0.8587 1.4338 0.66
N 3.8744 1.4677 1.3881 -0.27
C 4.3973 1.9889 2.4757 -0.06
C 3.7057 1.9156 3.7089 -0.49
C 2.4876 1.2807 3.7793 0.12
C 1.7119 1.1423 5.0318 -1.88
C 1.9775 0.7487 2.5619 0.62
S 0.4694 -0.0610 2.4961 -0.50
C 5.7720 2.5971 2.4011 2.07
C 6.2592 2.6735 0.9535 -1.71
C 5.7890 4.0107 3.0058 -1.74
C 6.6998 1.6894 3.2252 -1.50
C 2.2213 -2.1276 -0.7002 0.55
S 0.6214 -1.7253 -1.1732 -0.28
C 6.3922 -2.3393 -0.2689 2.15
C 6.9220 -2.8491 -1.6181 -1.53
C 6.9089 -3.2374 0.8657 -1.80
C 6.9005 -0.9096 -0.0517 -1.22
H 2.5421 -5.2262 -2.0009 0.53
H 1.0844 -4.2092 -1.8880 0.42
H 1.6747 -5.1052 -0.4827 0.31
H 4.6864 -4.4078 -0.8998 0.65
H 3.5034 3.6406 -3.6663 0.63
H 1.7771 5.1760 -2.8916 0.50
H 1.9588 5.1899 -1.1345 0.34
H 0.4933 4.5375 -1.8466 0.30
H 5.5617 -0.3857 -2.9934 -0.08
H 5.5144 -0.6604 -4.7417 0.59
H 4.0812 -0.9857 -3.7609 0.30
H 6.2710 2.0432 -3.2425 0.27
H 5.4805 3.0418 -4.4668 0.40
H 6.4101 1.6405 -4.9555 0.47
H 2.7494 0.6275 -5.2925 0.35
H 4.2278 0.8825 -6.2170 0.48
H 3.3606 2.2655 -5.5655 0.40
H 4.1410 2.3525 4.5968 0.57
H 2.2659 1.5240 5.8840 0.46
H 1.4585 0.0967 5.2081 0.40
H 0.7707 1.6878 4.9541 0.39
H 5.6601 3.3753 0.3812 0.33
H 6.1934 1.6924 0.4897 0.18
H 7.2923 3.0073 0.9250 0.52
H 5.1329 4.6817 2.4567 0.39
H 6.7989 4.4107 2.9523 0.48
H 5.5021 4.0089 4.0547 0.36
H 6.6845 0.6696 2.8448 0.19
H 6.4099 1.6632 4.2730 0.41
H 7.7165 2.0697 3.1677 0.49
H 6.7379 -3.9101 -1.7649 0.46
H 8.0000 -2.7108 -1.6478 0.50
H 6.4878 -2.3100 -2.4573 0.14
H 6.6044 -4.2717 0.7229 0.40
H 6.5423 -2.8962 1.8311 0.38
H 7.9959 -3.2049 0.8737 0.46
H 6.4491 -0.2438 -0.7840 -0.08
H 7.9800 -0.8658 -0.1597 0.60
H 6.6379 -0.5739 0.9477 -0.04
C -3.7874 -0.8859 0.4655 -1.45
C -3.7771 0.6040 0.7439 -1.03
P -2.3832 1.3536 -0.1961 0.28
C -2.7594 1.1494 -1.9574 0.98
C -4.0340 1.4073 -2.4657 -0.40
C -4.2695 1.2771 -3.8239 -0.82
C -3.2436 0.8944 -4.6782 -0.74
C -1.9761 0.6310 -4.1763 -0.93
C -1.7306 0.7599 -2.8215 -0.47
C -2.5071 3.1120 0.2154 0.64
C -2.6667 4.0834 -0.7744 -0.45
C -2.8453 5.4041 -0.3994 -0.81
C -2.8406 5.7603 0.9431 -0.61
C -2.6425 4.7954 1.9260 -0.84
C -2.4576 3.4746 1.5651 -0.28
P -2.0832 -1.5949 0.5634 1.66
C -1.7814 -2.2171 2.2386 0.25
C -2.5809 -1.9258 3.3436 -0.82
C -2.3282 -2.5602 4.5504 -0.90
C -1.2699 -3.4562 4.6670 -0.72
C -0.4428 -3.7092 3.5773 -0.80
C -0.6858 -3.0843 2.3714 -0.16
C -2.3722 -3.0931 -0.4219 1.12
C -2.2228 -3.0907 -1.8054 -0.36
C -2.6700 -4.1746 -2.5444 -0.78
C -3.3001 -5.2362 -1.9051 -0.72
C -3.4565 -5.2302 -0.5276 -0.77
C -2.9959 -4.1636 0.2238 -0.77
H -4.1407 -1.0744 -0.5557 0.61
H -4.4281 -1.4523 1.1491 0.74
H -3.6270 0.8295 1.8048 0.59
H -4.7072 1.0870 0.4273 0.78
H -4.8336 1.7215 -1.8100 0.49
H -5.2517 1.4837 -4.2224 0.50
H -3.4336 0.8057 -5.7368 0.47
H -1.1858 0.3342 -4.8498 0.57
H -0.7290 0.5673 -2.4137 0.06
H -2.6759 3.8044 -1.8181 0.54
H -3.0073 6.1545 -1.1582 0.51
H -2.9595 6.7953 1.2258 0.46
H -2.6363 5.0759 2.9676 0.49
H -2.2681 2.7237 2.3217 0.34
H -3.4162 -1.2447 3.2677 0.37
H -2.9703 -2.3567 5.3958 0.51
H -1.0857 -3.9645 5.6022 0.48
H 0.3842 -4.3975 3.6709 0.52
H -0.0574 -3.2852 1.5087 0.60
H -1.7794 -2.2372 -2.3039 0.16
H -2.5394 -4.1910 -3.6144 0.52
H -3.6787 -6.0642 -2.4832 0.47
H -3.9370 -6.0601 -0.0290 0.49
H -3.1345 -4.1567 1.2954 0.53
```